# 1
DFT (ωB97M-V/def2-TZVPD) results for a molecular structure, CH2NaO2Rb.

The geometry in XYZ format:
```
7
Properties=species:S:1:pos:R:3:forces:R:3
O 0.6409 -1.4808 2.5105 -0.478 -1.375 -0.537
C 0.4824 -2.6036 2.0495 1.092 1.263 0.504
O -0.3306 -0.7198 -1.0630 -0.140 1.114 0.111
Na -1.7000 -0.2264 -2.5840 0.592 -0.324 0.627
Rb 0.7584 1.2722 0.6392 -0.445 -1.125 -0.566
H -0.1694 -3.3546 2.5378 -0.127 0.317 -0.192
H 1.1090 -2.9471 1.2007 -0.493 0.130 0.053
```
Positions in Å, forces in eV/Å.

Its energy above the lowest of the compared OMol25 structures with the same formula, charge and spin is 0.0 kcal per mole. For the gap between HOMO and LUMO, the calculation gives 4.73 eV. Its total charge is 0. As for the total energy: -10232.325 eV. The HOMO energy comes out at -5.03 eV.

---

# 2
DFT (ωB97M-V/def2-TZVPD) results for 2 unconnected molecules or ions with the total composition C6H5P.

The geometry in XYZ format:
```
12
Properties=species:S:1:pos:R:3:forces:R:3
C 0.9364 0.0714 1.0680 4.459 2.147 -0.740
C -0.0980 -0.7181 1.3732 -3.403 -0.579 -1.681
C 1.1030 0.9052 -0.1272 -2.359 -1.393 1.485
C -1.2173 -0.7693 0.4550 -0.111 0.541 -0.155
C -0.0010 0.9207 -0.9082 -1.286 -1.631 -0.609
C -1.0931 0.0523 -0.6827 -0.055 -0.461 1.524
P -1.2023 0.8691 -2.1953 -0.918 0.893 0.120
H 1.8385 0.0505 1.7158 -0.799 0.043 -0.197
H -0.1900 -1.2961 2.2702 0.396 -0.145 0.352
H 1.8060 1.5955 -0.4402 2.272 0.826 0.500
H -2.1577 -1.3222 0.6713 1.012 0.270 -0.180
H 0.2755 -0.3591 -3.1997 0.791 -0.513 -0.419
```
Positions in Å, forces in eV/Å.

Its energy above the lowest of the compared OMol25 structures with the same formula, charge and spin is 17.3 kcal per mole. For the gap between HOMO and LUMO (alpha / beta), the calculation gives 7.41 / 7.39 eV. Its total charge is 0. As for the total energy: -15585.133 eV. The expectation value of S² is 2.01. The spin multiplicity is 3. The HOMO energy (alpha / beta) comes out at -6.37 / -9.43 eV.

---

# 3
DFT (ωB97M-V/def2-TZVPD) results for C3H8N2OS in the gas phase.

The geometry in XYZ format:
```
15
Properties=species:S:1:pos:R:3:forces:R:3
H 0.3268 1.5286 -0.0423 -0.499 0.034 0.234
N 1.3130 1.4124 0.1050 0.592 -0.297 -0.551
C 1.6908 0.2267 -0.1594 -0.989 0.717 1.127
N 3.0246 -0.0851 -0.1920 0.067 -0.803 -0.068
S 0.5513 -1.1746 -0.3258 0.112 -0.289 -0.192
C -0.7778 -0.7275 0.8612 -0.182 0.729 0.101
O -1.5519 0.3959 0.4793 0.102 -0.126 -0.328
C -2.2846 0.2689 -0.7585 0.493 -0.443 1.006
H 3.2487 -1.0169 0.1122 -0.006 -0.206 -0.076
H 3.5801 0.5978 0.2869 0.206 0.481 -0.077
H -1.4286 -1.6105 1.0071 0.427 0.098 -0.412
H -0.3284 -0.4863 1.8397 -0.146 0.055 -0.541
H -2.7399 -0.7157 -0.7869 -0.715 -0.034 0.096
H -1.6535 0.2771 -1.6255 0.725 0.317 -0.416
H -2.9708 1.1092 -0.8010 -0.187 -0.230 0.096
```
Positions in Å, forces in eV/Å.

Its energy above the lowest of the compared OMol25 structures with the same formula, charge and spin is 35.5 kcal per mole. For the gap between HOMO and LUMO, the calculation gives 10.09 eV. Its total charge is 0. As for the total energy: -19102.962 eV. As for the SMILES: [H]/N=C(/N)SCOC. The HOMO energy comes out at -9.37 eV.

---

# 4
DFT (ωB97M-V/def2-TZVPD) results for C16H18N2O3S2 in the gas phase.

The geometry in XYZ format:
```
41
Properties=species:S:1:pos:R:3:forces:R:3
C -4.6801 -0.8325 0.3851 0.378 0.196 -0.019
C -3.1625 -0.9205 0.3272 -0.380 -0.408 -0.213
O -2.5615 0.3564 0.5661 0.066 -0.039 0.448
C -2.4395 1.1752 -0.4751 0.030 0.513 -0.095
O -2.7916 0.9215 -1.5942 -0.098 -0.046 -0.098
C -1.7887 2.4825 -0.0505 -0.153 -0.154 -0.087
C -0.3106 2.4029 -0.2866 0.491 0.693 0.267
C 0.5956 3.3668 0.0212 -0.016 -0.190 -0.055
S 2.1866 2.8805 -0.4326 -0.470 -0.453 -0.238
C 1.4882 1.3707 -1.0156 0.037 1.103 0.478
N 2.3248 0.4350 -1.5468 0.739 0.012 -0.318
C 2.1045 -0.8712 -1.9437 -0.173 0.113 -0.096
O 3.0639 -1.5448 -2.2409 0.129 -0.188 -0.072
C 0.6864 -1.3737 -2.0216 -0.112 -0.200 -0.025
C 0.5467 -2.7016 -1.2783 0.010 0.165 0.425
S -0.0271 -2.4778 0.4416 0.065 -0.190 -0.037
C 1.1552 -1.3247 1.0941 -0.185 -0.327 -0.177
C 2.5198 -1.5225 0.9444 0.015 -0.004 0.184
C 3.4034 -0.5909 1.4603 0.121 -0.006 0.011
C 2.9321 0.5178 2.1437 0.049 0.014 0.032
C 1.5685 0.6924 2.3191 -0.021 0.039 0.153
C 0.6771 -0.2232 1.7917 0.085 -0.032 0.066
N 0.2147 1.2902 -0.8672 -0.131 -0.465 -0.318
H -5.1051 -1.8245 0.2636 -0.080 -0.118 -0.008
H -4.9990 -0.4249 1.3415 -0.067 -0.001 0.089
H -5.0475 -0.1919 -0.4131 -0.071 0.012 -0.052
H -2.8389 -1.2840 -0.6524 0.033 -0.004 0.206
H -2.7705 -1.5734 1.1088 -0.016 0.113 -0.156
H -2.2111 3.2931 -0.6479 -0.057 -0.111 0.051
H -1.9891 2.6642 1.0062 -0.039 0.030 -0.071
H 0.4279 4.3223 0.4731 -0.084 0.236 0.110
H 3.3076 0.6880 -1.5511 -0.180 -0.221 -0.024
H -0.0164 -0.6317 -1.6463 0.029 -0.206 -0.154
H 0.4818 -1.5448 -3.0821 0.093 0.074 -0.025
H -0.2300 -3.3225 -1.7225 0.046 -0.024 -0.022
H 1.4878 -3.2515 -1.2860 -0.102 -0.052 -0.119
H 2.8947 -2.3936 0.4296 0.013 -0.073 -0.072
H 4.4655 -0.7392 1.3321 0.108 -0.007 -0.004
H 3.6263 1.2423 2.5429 0.058 0.064 0.036
H 1.1976 1.5521 2.8580 -0.032 0.075 0.040
H -0.3875 -0.0888 1.9043 -0.125 0.068 -0.043
```
Positions in Å, forces in eV/Å.

Its energy above the lowest of the compared OMol25 structures with the same formula, charge and spin is 2.9 kcal per mole. For the gap between HOMO and LUMO, the calculation gives 8.80 eV. Its total charge is 0. As for the total energy: -47678.338 eV. As for the SMILES: CCOC(=O)Cc1csc(NC(=O)CCSc2ccccc2)n1. The HOMO energy comes out at -8.30 eV.

---

# 5
DFT (ωB97M-V/def2-TZVPD) results for a molecular structure, C11H22N6O5Sn.

The geometry in XYZ format:
```
45
Properties=species:S:1:pos:R:3:forces:R:3
O -3.2452 -1.4145 -0.6567 -0.265 -0.394 -0.494
H -3.9493 -2.0471 -0.4643 0.252 0.136 -0.133
Sn 0.0791 0.0198 -0.1885 -0.340 -0.203 -1.350
N 0.6078 2.2396 -0.0652 0.844 -0.458 0.017
N -1.7622 1.1866 0.5153 0.270 0.401 0.287
O 1.8165 2.9711 -0.2413 0.716 -0.665 -0.202
O -3.0605 0.7592 0.7437 -0.550 -1.343 -0.242
C -0.3931 3.0675 0.1506 -1.052 -0.323 0.833
C -1.6395 2.5046 0.5757 0.689 0.351 -0.514
C -0.1384 4.5136 0.0118 -0.654 0.825 0.190
C -2.8167 3.3171 0.9708 -0.285 0.732 -0.129
H 0.6236 4.7027 -0.7448 -0.220 0.039 0.108
H 0.2143 4.9295 0.9630 0.029 0.160 -0.149
H -1.0729 5.0102 -0.2647 0.198 0.163 0.079
H -3.4721 2.7578 1.6402 0.157 0.107 -0.116
H -3.3976 3.5795 0.0773 -0.137 0.027 0.174
H -2.5192 4.2490 1.4588 -0.010 -0.078 -0.071
H 2.4835 2.2985 -0.4633 -0.536 0.187 0.061
H -3.1236 -0.1149 0.2371 0.102 1.281 0.712
O 0.5616 0.2647 2.1519 0.240 0.199 1.259
H 1.2339 0.8584 2.5391 -0.450 -0.319 -0.438
H -0.0075 -0.0348 2.8867 0.266 0.136 -0.607
C -2.7923 -1.5699 -2.0172 -0.199 -0.354 0.051
H -1.9948 -2.3183 -2.0246 -0.017 0.147 -0.162
H -2.4056 -0.6138 -2.3815 -0.077 -0.175 0.268
H -3.6176 -1.8983 -2.6694 0.246 0.145 0.231
O 0.9381 0.3518 -2.8214 0.311 0.294 -0.928
H 0.7057 1.0969 -3.4028 0.199 -0.349 0.220
H 1.5994 -0.1725 -3.3009 -0.187 0.234 0.114
N 1.0939 -4.0765 0.6033 0.975 -1.257 -0.122
C -0.2317 -4.3984 0.8614 -0.764 0.204 0.231
C -0.9062 -3.2106 0.9436 0.899 -0.180 -0.294
N -0.0269 -2.1725 0.6982 -0.923 -0.178 0.942
C 1.1817 -2.7206 0.5012 2.122 1.571 -0.536
C 2.3697 -1.9533 0.2186 -2.383 -1.637 0.567
N 2.3849 -0.6257 0.0336 0.375 1.276 0.273
C 3.7185 -0.2533 -0.0621 -0.252 -0.987 0.053
C 4.5046 -1.3728 0.0230 0.185 0.904 -0.080
N 3.6428 -2.4408 0.2082 0.691 -1.365 -0.043
H 1.8814 -4.7131 0.4809 -0.843 0.294 0.091
H -0.5735 -5.4115 0.9605 0.040 -0.065 0.069
H -1.9396 -3.0026 1.1732 0.050 -0.188 -0.094
H 3.9964 0.7861 -0.1700 0.183 -0.223 -0.060
H 5.5696 -1.5066 -0.0414 0.002 0.054 0.030
H 3.8792 -3.4218 0.3524 0.102 0.873 -0.095
```
Positions in Å, forces in eV/Å.

Its energy above the lowest of the compared OMol25 structures with the same formula, charge and spin is 0.0 kcal per mole. For the gap between HOMO and LUMO (alpha / beta), the calculation gives 5.43 / 4.36 eV. Its total charge is 0. As for the total energy: -36767.563 eV. The HOMO energy (alpha / beta) comes out at -4.90 / -3.81 eV.

---

# 6
DFT (ωB97M-V/def2-TZVPD) results for a molecular structure, C32H49IrN4O6P2.

The geometry in XYZ format:
```
94
Properties=species:S:1:pos:R:3:forces:R:3
Ir 0.4856 1.0742 0.0341 1.103 -0.760 -0.371
C -1.3849 -0.1646 -5.5995 -0.001 -0.031 0.015
C -0.4068 -0.5806 -4.4864 -0.094 0.108 -0.107
C 0.9810 -0.8403 -5.0615 0.018 -0.001 0.014
C -0.4371 0.4629 -3.3965 -0.100 -0.031 -0.018
C 0.5291 1.4443 -3.2628 -0.102 0.114 -0.059
C 0.4670 2.3919 -2.2409 -0.146 0.275 -0.196
C -0.6229 2.4472 -1.3413 0.125 0.202 0.016
C -0.9072 3.7042 -0.5459 -0.139 -0.025 -0.014
C -1.6325 1.4639 -1.5424 -0.115 0.040 0.535
C -1.5306 0.4859 -2.5050 0.213 0.004 -0.134
H -1.4193 -0.9352 -6.3687 0.005 0.016 -0.009
H -1.0590 0.7685 -6.0621 -0.001 -0.012 -0.004
H -2.3979 -0.0211 -5.2218 0.011 -0.002 0.000
H -0.7869 -1.5111 -4.0504 0.012 0.008 0.041
H 1.3096 -0.0136 -5.6951 0.004 -0.002 0.020
H 0.9575 -1.7315 -5.6870 0.006 0.015 -0.018
H 1.7279 -0.9950 -4.2779 -0.004 -0.033 0.010
H 1.3438 1.4867 -3.9700 0.046 -0.006 0.021
H 1.2057 3.1855 -2.2052 0.058 -0.075 0.099
H -1.2637 3.4789 0.4634 0.010 0.009 -0.013
H -1.6860 4.2911 -1.0370 0.022 -0.004 -0.023
H -0.0201 4.3324 -0.4774 0.009 -0.036 0.053
H -2.5445 1.5742 -0.9694 0.025 -0.179 0.086
H -2.3414 -0.2199 -2.6471 0.036 -0.041 0.055
O -2.4094 0.0610 1.2025 -0.408 -0.206 0.179
C -3.1153 0.1393 2.3068 -0.635 -0.077 -0.353
C -0.0345 0.9299 3.2318 0.061 0.062 0.056
O -0.0299 0.1705 4.0937 -0.035 -0.005 -0.072
O -0.0575 1.7183 2.3691 -0.429 0.323 -0.322
C -3.6688 -1.0679 2.8569 0.169 0.176 0.074
C -4.0250 -1.1511 4.2127 -0.149 -0.025 0.051
C -4.4706 -2.3504 4.7349 -0.032 0.068 -0.005
C -4.6530 -3.4444 3.8996 -0.071 -0.035 0.004
C -4.3750 -3.3571 2.5347 0.025 0.017 0.002
C -3.8779 -2.1848 2.0163 0.183 -0.076 0.034
C -3.4228 1.5041 2.7078 0.301 -0.122 0.319
C -3.2720 1.9811 4.0157 -0.027 0.013 0.029
C -3.6989 3.2576 4.3302 0.010 -0.006 0.005
C -4.2999 4.0517 3.3593 -0.085 -0.031 0.031
C -4.4090 3.5987 2.0512 -0.036 -0.054 -0.030
C -3.9656 2.3309 1.7164 0.038 0.129 -0.036
H -2.3885 -0.8678 0.9044 0.200 0.077 -0.060
H -3.9676 -0.2860 4.8544 0.074 -0.029 0.004
H -4.7069 -2.4236 5.7874 -0.039 0.004 -0.018
H -5.0631 -4.3621 4.3015 0.078 -0.017 0.012
H -4.5589 -4.2027 1.8868 -0.059 0.019 0.000
H -3.7418 -2.1225 0.9395 0.048 -0.017 0.027
H -2.7954 1.3782 4.7777 -0.006 -0.003 -0.015
H -3.5771 3.6309 5.3379 -0.025 -0.010 0.000
H -4.7185 5.0109 3.6335 0.147 0.070 -0.037
H -4.8614 4.2253 1.2944 -0.055 -0.023 0.022
H -4.1192 1.9539 0.7136 0.042 0.005 -0.001
C 5.2197 -0.4145 3.0787 -0.050 0.078 0.083
N 3.7853 -0.5000 2.7469 -0.123 -0.299 0.188
C 3.0813 -1.6147 3.4040 0.097 -0.013 -0.057
P 3.2403 0.1614 1.3953 0.203 0.361 0.095
O 1.7165 0.0538 1.3366 -0.160 0.361 0.603
O 3.8008 -0.6285 0.1131 -0.262 -0.025 -0.181
P 2.8659 -0.8700 -1.2020 -0.161 -0.032 0.368
O 1.7133 0.1262 -1.2487 0.353 -0.152 -0.611
N 2.3486 -2.3833 -1.0107 -0.070 -0.172 0.181
C 3.1110 -3.4504 -0.3488 -0.071 0.042 0.022
C 1.0011 -2.7671 -1.4415 0.078 -0.017 -0.113
N 3.8367 -0.6607 -2.4593 -0.175 0.032 -0.529
C 3.9559 0.5881 -3.2198 0.208 0.015 0.189
C 4.8082 -1.6974 -2.8457 -0.021 0.039 -0.012
N 3.8502 1.6657 1.2233 -0.120 -0.067 -0.481
C 2.9788 2.8123 1.4764 -0.129 0.151 0.188
C 4.9358 1.9386 0.2622 -0.026 -0.049 0.021
H 5.3249 -0.3672 4.1609 -0.013 0.007 0.008
H 5.6584 0.4857 2.6553 -0.021 0.009 0.007
H 5.7539 -1.2912 2.7094 -0.009 -0.006 -0.011
H 3.0432 -1.4249 4.4755 0.016 0.010 0.010
H 3.6108 -2.5538 3.2354 0.001 -0.006 -0.016
H 2.0661 -1.7029 3.0269 -0.008 0.022 -0.003
H 4.0858 -3.0933 -0.0274 0.005 0.009 -0.021
H 3.2508 -4.2863 -1.0344 0.014 -0.007 -0.009
H 2.5654 -3.8084 0.5265 -0.012 0.007 0.004
H 0.5484 -1.9793 -2.0414 0.021 0.000 0.013
H 0.3707 -2.9581 -0.5694 0.016 -0.014 0.008
H 1.0497 -3.6755 -2.0418 0.005 0.003 -0.024
H 3.2712 1.3344 -2.8312 -0.026 0.031 0.025
H 3.7295 0.3992 -4.2694 -0.028 -0.012 -0.004
H 4.9747 0.9732 -3.1529 0.005 -0.004 0.017
H 4.5260 -2.6674 -2.4457 -0.017 -0.005 -0.006
H 5.8063 -1.4388 -2.4900 0.001 0.006 0.013
H 4.8335 -1.7695 -3.9322 -0.038 -0.018 -0.006
H 2.5356 2.7745 2.4702 0.060 -0.031 0.035
H 2.1646 2.8959 0.7397 0.078 -0.036 -0.039
H 3.5623 3.7270 1.3980 0.087 -0.046 0.115
H 5.6005 1.0834 0.1768 0.008 0.007 0.015
H 5.5144 2.7834 0.6296 -0.002 0.010 0.004
H 4.5436 2.1797 -0.7300 -0.005 0.025 0.016
```
Positions in Å, forces in eV/Å.

Its energy above the lowest of the compared OMol25 structures with the same formula, charge and spin is 12.5 kcal per mole. For the gap between HOMO and LUMO (alpha / beta), the calculation gives 7.61 / 7.39 eV. Its total charge is +3. As for the total energy: -73619.894 eV. The expectation value of S² is 0.76. The spin multiplicity is 2. The HOMO energy (alpha / beta) comes out at -16.84 / -16.85 eV.